{"formula": "C3H11FN3O", "method": "the ωB97M-V functional and the def2-TZVPD basis", "orbital_gap_ev": [6.68, 7.90], "homo_ev": [-9.8, -14.9], "e_tot_ha": -459.7797, "total_charge": 1, "spin_multiplicity": 3, "symbols": ["C", "C", "C", "N", "N", "N", "O", "F", "H", "H", "H", "H", "H", "H", "H", "H", "H", "H", "H"], "positions_angstrom": [[2.683, 0.050, -0.583], [-1.824, -1.398, 0.360], [0.301, -0.444, -0.128], [-1.361, 2.057, -0.059], [1.628, -0.660, -0.010], [-0.487, -0.977, 0.819], [-0.241, 0.183, -1.088], [2.113, -1.190, 1.226], [2.930, 0.940, -0.027], [3.618, -0.581, -0.721], [2.224, 0.270, -1.550], [-1.905, -2.474, 0.535], [-2.704, -0.858, 0.813], [-1.910, -1.243, -0.712], [-0.715, 2.661, 0.439], [-1.929, 2.683, -0.538], [-1.787, 1.298, 0.432], [-0.133, -1.681, 1.549], [-0.500, 1.363, -0.757]], "forces_ev_per_angstrom": [[0.25, -0.89, -2.95], [-1.21, 0.12, 0.01], [-0.39, -0.56, -0.10], [3.50, 0.07, -0.39], [-1.71, 1.88, -5.19], [-0.54, -2.67, 1.02], [1.12, 1.53, -0.51], [2.81, -3.11, 8.49], [-0.06, 0.34, 0.36], [-1.26, 0.65, 0.44], [0.96, 0.78, -0.49], [-0.25, 0.23, 0.21], [1.11, -0.54, -0.01], [0.12, 0.03, 0.02], [-0.33, -0.30, 1.01], [-1.77, 0.74, -1.20], [-0.57, 0.19, 0.71], [0.10, 1.94, -1.52], [-1.88, -0.44, 0.10]]}